Entry 1:
A 2-piece molecular cluster, C4H14N2O overall at a distorted geometry. Source: the OMol25 dataset; level of theory: ωB97M-V/def2-TZVPD.

The geometry in ORCA input format:
```
! wB97M-V def2-TZVPD RIJCOSX def2/J DEFGRID3
* xyz 0 1
C 0.725 0.502 2.669
N -0.443 0.575 1.751
C -0.099 0.307 0.306
C 1.340 0.399 -0.204
C -0.835 -1.061 0.112
N -0.848 -1.337 -1.364
H 1.292 -0.412 2.467
H 1.470 1.309 2.643
H 0.364 0.406 3.703
H -0.594 1.583 1.796
H -0.648 1.060 -0.281
H 2.004 0.757 0.607
H 1.478 1.259 -0.854
H 1.816 -0.540 -0.486
H -0.424 -1.789 0.813
H -1.882 -0.973 0.404
H -1.344 -2.182 -1.641
H 0.126 -1.640 -1.452
O -1.149 0.530 -4.033
H -1.468 1.324 -3.618
H -0.881 -0.076 -3.340
*
```

The energy relative to the best compared isomer or geometry (same formula, charge and spin) comes out at 191.39 kJ/mol. The HOMO-LUMO gap comes out at 10.30 eV. For the total energy, the calculation gives -345.50329 a.u. Its SMILES is CN[C@@H](C)CN.O.


Entry 2:
C57H47FLuN4O3P2S4 as an isolated structure. Source: the OMol25 dataset; level of theory: ωB97M-V/def2-TZVPD.

The geometry in ORCA input format:
```
! wB97M-V def2-TZVPD RIJCOSX def2/J DEFGRID3
* xyz -1 1
Lu 2.124 -0.823 0.798
S 1.826 -2.068 3.345
P 0.047 -2.480 2.467
C -0.071 -2.166 0.805
P 0.566 -3.393 -0.169
S 2.545 -3.679 -0.077
C -0.011 -3.043 -1.887
C 0.638 -3.582 -2.993
C 0.129 -3.395 -4.270
C -1.043 -2.671 -4.459
C -1.687 -2.117 -3.359
C -1.164 -2.291 -2.081
C -0.290 -5.041 -0.044
C -1.676 -5.098 -0.205
C -2.348 -6.310 -0.192
C -1.641 -7.494 -0.008
C -0.266 -7.448 0.165
C 0.405 -6.227 0.145
C -0.418 -4.174 3.043
C 0.568 -5.076 3.430
C 0.233 -6.362 3.838
C -1.095 -6.761 3.863
C -2.088 -5.869 3.473
C -1.750 -4.587 3.066
C -1.310 -1.550 3.306
C -2.314 -0.941 2.567
C -3.361 -0.286 3.210
C -3.413 -0.240 4.597
C -2.407 -0.849 5.341
C -1.365 -1.495 4.696
H 1.564 -4.126 -2.842
H 0.657 -3.802 -5.124
H -1.441 -2.530 -5.458
H -2.607 -1.553 -3.490
H -1.635 -1.849 -1.209
H -2.229 -4.174 -0.339
H -3.425 -6.333 -0.316
H -2.163 -8.444 0.010
H 0.292 -8.364 0.320
H 1.480 -6.181 0.277
H 1.602 -4.754 3.404
H 1.015 -7.055 4.128
H -1.358 -7.765 4.176
H -3.127 -6.177 3.477
H -2.528 -3.899 2.755
H -2.239 -0.987 1.484
H -4.138 0.193 2.623
H -4.224 0.274 5.100
H -2.432 -0.807 6.424
H -0.565 -1.948 5.271
S 0.304 1.111 2.927
C 1.823 1.852 2.923
N 2.906 1.425 2.307
C 3.994 2.272 2.530
C 5.282 2.096 2.023
C 6.262 3.029 2.315
C 5.993 4.141 3.117
C 4.720 4.328 3.632
C 3.734 3.394 3.333
S 2.073 3.362 3.821
H 5.481 1.229 1.407
H 7.258 2.886 1.911
H 6.775 4.857 3.337
H 4.495 5.183 4.259
F -2.074 4.537 1.554
C -1.888 3.913 0.361
C -0.874 3.003 0.251
C -0.649 2.368 -0.961
C 0.410 1.337 -1.039
O 1.047 1.066 -0.023
C 0.595 0.732 -2.325
C -0.189 1.112 -3.351
N -1.224 2.006 -3.265
C -2.034 2.279 -4.422
C -2.428 1.135 -5.296
C -3.461 1.800 -4.434
C -1.454 2.661 -2.067
C -2.490 3.591 -1.927
C -2.720 4.220 -0.717
N -3.851 5.093 -0.612
C -4.258 5.626 0.686
C -5.608 6.337 0.481
N -6.224 5.739 -0.755
C -5.481 6.239 -1.967
C -3.987 6.121 -1.634
C 1.620 -0.355 -2.566
O 1.947 -0.567 -3.736
O 2.003 -0.936 -1.515
H -0.274 2.729 1.124
H -0.020 0.659 -4.320
H -1.822 3.225 -4.910
H -2.096 0.150 -5.001
H -2.447 1.310 -6.363
H -3.796 1.256 -3.560
H -4.204 2.432 -4.904
H -3.153 3.763 -2.765
H -3.544 6.331 1.118
H -4.380 4.803 1.386
H -5.508 7.402 0.284
H -6.284 6.192 1.319
H -7.227 5.895 -0.822
H -6.031 4.732 -0.715
H -5.797 7.263 -2.152
H -5.775 5.606 -2.802
H -3.589 7.083 -1.284
H -3.440 5.858 -2.532
C 4.456 -0.732 0.415
C 5.514 -0.496 -0.148
C 6.752 -0.185 -0.801
C 6.830 -0.119 -2.199
C 8.022 0.204 -2.828
C 9.166 0.469 -2.083
C 9.103 0.402 -0.697
C 7.912 0.078 -0.063
H 5.936 -0.328 -2.773
H 8.059 0.249 -3.911
H 10.097 0.721 -2.577
H 9.988 0.603 -0.104
H 7.861 0.023 1.018
*
```

The energy relative to the best compared isomer or geometry (same formula, charge and spin) comes out at 17.73 kJ/mol. The HOMO-LUMO gap comes out at 3.00 eV. For the total energy, the calculation gives -6255.98481 a.u.


Entry 3:
A 3-piece molecular cluster, C10H25BFN3O4PS overall at a distorted geometry. Source: the OMol25 dataset; level of theory: ωB97M-V/def2-TZVPD.

The geometry in ORCA input format:
```
! wB97M-V def2-TZVPD RIJCOSX def2/J DEFGRID3
* xyz -1 1
C 2.002 -1.820 2.187
C 2.086 -0.291 2.294
O 0.823 0.334 2.507
B -0.052 0.359 1.432
O 0.335 1.137 0.339
P -1.731 -0.656 1.501
N -2.694 0.476 2.533
S -3.601 -2.279 1.455
O -3.119 -3.594 1.849
O -4.272 -2.291 0.159
F -4.819 -2.012 2.528
H 0.969 -2.167 2.174
H 2.487 -2.291 3.042
H 2.524 -2.164 1.295
H 2.590 0.119 1.417
H 2.692 -0.031 3.164
H 0.269 0.618 -0.476
H -1.338 -1.405 2.658
H -1.139 -1.695 0.615
H -2.318 -0.072 0.340
H -2.383 0.397 3.500
H -2.490 1.434 2.260
C -1.918 -2.429 -4.185
C -2.882 -2.815 -3.069
C -3.915 -1.730 -2.766
C -3.294 -0.531 -2.212
N -2.792 0.366 -1.699
H -1.321 -1.560 -3.905
H -1.231 -3.248 -4.404
H -2.456 -2.189 -5.106
H -2.328 -3.042 -2.157
H -3.418 -3.725 -3.348
H -4.629 -2.094 -2.030
H -4.472 -1.466 -3.670
C 5.126 4.021 0.673
C 4.094 4.213 -0.431
C 2.880 3.293 -0.272
C 3.228 1.884 -0.424
N 3.498 0.772 -0.502
H 5.546 3.014 0.649
H 5.949 4.727 0.561
H 4.680 4.179 1.657
H 4.558 4.044 -1.404
H 3.740 5.246 -0.424
H 2.116 3.533 -1.013
H 2.417 3.428 0.707
*
```

The HOMO-LUMO gap comes out at 7.12 eV. For the total energy, the calculation gives -1725.56867 a.u.


Entry 4:
A 2-piece molecular cluster, C4H12NS overall. Source: the OMol25 dataset; level of theory: ωB97M-V/def2-TZVPD.

The geometry in ORCA input format:
```
! wB97M-V def2-TZVPD RIJCOSX def2/J DEFGRID3
* xyz -1 1
C -1.569 3.164 0.437
S -1.191 1.426 0.006
H -0.661 3.737 0.646
H -2.058 3.687 -0.395
H -2.251 3.247 1.290
C 0.981 -1.127 -0.805
C 0.949 -1.886 0.517
C -0.040 -1.289 1.514
N 2.045 -1.657 -1.680
H 1.182 -0.074 -0.600
H -0.007 -1.160 -1.271
H 1.981 -1.924 0.881
H 0.689 -2.932 0.286
H -1.052 -1.314 1.117
H 0.232 -0.262 1.738
H 0.016 -1.860 2.446
H 2.230 -1.003 -2.429
H 1.751 -2.534 -2.105
*
```

The energy relative to the best compared isomer or geometry (same formula, charge and spin) comes out at 42.90 kJ/mol. The HOMO-LUMO gap comes out at 6.20 eV. For the total energy, the calculation gives -612.55460 a.u.


Entry 5:
C9H19N2O4Tl as an isolated structure at a distorted geometry. Source: the OMol25 dataset; level of theory: ωB97M-V/def2-TZVPD.

The geometry in ORCA input format:
```
! wB97M-V def2-TZVPD RIJCOSX def2/J DEFGRID3
* xyz 2 1
Tl -4.992 2.645 3.080
N -1.013 0.985 6.801
O -0.556 1.024 7.919
O -1.924 0.227 6.587
O -0.790 1.722 5.831
C 0.123 2.525 -0.815
C 0.497 1.105 -1.268
C 1.831 0.734 -0.576
C 2.298 -0.754 -0.573
C 1.083 -1.638 -0.069
C -0.263 -1.299 -0.642
N -0.502 0.157 -0.675
O -1.759 0.462 -1.046
C -0.413 -2.132 -1.931
C -1.294 -1.953 0.321
C 0.666 1.040 -2.830
H -0.289 2.603 0.191
H 1.013 3.153 -0.842
H -0.609 3.047 -1.431
H 2.585 1.313 -1.109
H 1.774 1.157 0.427
H 2.584 -1.132 -1.554
H 3.247 -0.716 -0.037
H 1.125 -1.357 0.984
H 1.256 -2.703 -0.225
H -0.974 -3.044 -1.730
H 0.556 -2.308 -2.397
H -0.990 -1.601 -2.688
H -1.236 -1.366 1.238
H -1.020 -2.956 0.646
H -2.276 -1.997 -0.150
H -0.244 0.675 -3.304
H 0.920 2.057 -3.128
H 1.458 0.363 -3.149
H -1.874 -0.038 -1.857
*
```

The energy relative to the best compared isomer or geometry (same formula, charge and spin) comes out at 98.83 kJ/mol. The HOMO-LUMO gap comes out at 1.90 eV. For the total energy, the calculation gives -936.24833 a.u.


Entry 6:
A 2-piece molecular cluster, C4H5N2O3 overall at a distorted geometry. Source: the OMol25 dataset; level of theory: ωB97M-V/def2-TZVPD.

The geometry in ORCA input format:
```
! wB97M-V def2-TZVPD RIJCOSX def2/J DEFGRID3
* xyz -1 1
C -1.855 -0.140 -0.230
C 0.615 -0.446 -0.930
C 1.736 -1.104 -0.203
C -0.457 -0.639 0.141
N 1.434 -1.427 0.991
N 0.024 -1.193 1.204
O -2.134 1.038 -0.053
O -2.520 -1.044 -0.699
O -0.052 2.047 0.961
H 1.023 0.650 -1.056
H 0.397 -0.864 -1.988
H 2.843 -1.132 -0.561
H -0.906 1.777 0.606
H -0.147 2.477 1.817
*
```

The energy relative to the best compared isomer or geometry (same formula, charge and spin) comes out at 39.22 kJ/mol. The HOMO-LUMO gap comes out at 8.76 eV. For the total energy, the calculation gives -490.68011 a.u.


Entry 7:
C8H24BClGaNO4 as an isolated structure at a distorted geometry. Source: the OMol25 dataset; level of theory: ωB97M-V/def2-TZVPD.

The geometry in ORCA input format:
```
! wB97M-V def2-TZVPD RIJCOSX def2/J DEFGRID3
* xyz 0 1
O 0.318 3.294 -1.009
B -0.691 4.176 -1.539
O -0.530 5.554 -1.213
O -1.688 3.656 -2.337
Ga -3.410 3.701 -1.532
Cl -4.817 2.639 -3.027
H 0.573 2.688 -1.704
H -0.245 6.025 -1.996
H -3.984 5.182 -1.379
H -3.460 2.829 -0.187
C -0.200 -2.623 2.411
C 0.895 -1.750 1.831
N 1.286 -2.082 0.399
C 1.874 -3.476 0.392
C 2.431 -1.178 -0.044
C 2.130 0.305 -0.160
C 0.116 -2.112 -0.581
C -0.752 -0.866 -0.668
O -1.370 -0.597 0.568
C -1.483 0.795 0.870
H 0.092 -3.672 2.467
H -0.407 -2.296 3.430
H -1.134 -2.557 1.858
H 1.803 -1.861 2.428
H 0.611 -0.703 1.870
H 2.690 -3.511 1.111
H 2.241 -3.684 -0.611
H 1.099 -4.191 0.654
H 2.778 -1.560 -1.005
H 3.226 -1.328 0.688
H 1.662 0.544 -1.113
H 3.071 0.858 -0.152
H 1.520 0.701 0.650
H -0.502 -2.958 -0.281
H 0.547 -2.332 -1.560
H -1.541 -1.065 -1.401
H -0.198 -0.010 -1.046
H -1.302 1.436 0.007
H -0.764 1.042 1.661
H -2.484 0.988 1.251
*
```

The HOMO-LUMO gap comes out at 6.68 eV. For the total energy, the calculation gives -3084.82361 a.u.


Entry 8:
C45H50GeIrN2O2P2S as an isolated structure. Source: the OMol25 dataset; level of theory: ωB97M-V/def2-TZVPD.

The geometry in ORCA input format:
```
! wB97M-V def2-TZVPD RIJCOSX def2/J DEFGRID3
* xyz 0 2
Ir 0.596 0.244 -0.418
C 1.976 -2.715 0.562
C 2.196 -1.835 1.779
P 0.956 -0.462 1.839
C 1.835 0.551 3.084
C 3.119 1.005 2.786
C 3.830 1.763 3.699
C 3.262 2.090 4.923
C 1.993 1.629 5.237
C 1.287 0.853 4.327
C -0.377 -1.221 2.836
C -0.276 -2.520 3.243
C -1.201 -3.111 4.125
C -2.209 -2.326 4.716
C -2.394 -1.047 4.318
C -1.656 -0.457 3.154
P 2.084 -1.565 -0.857
C 3.889 -1.380 -1.033
C 4.700 -2.468 -1.366
C 6.076 -2.327 -1.406
C 6.661 -1.100 -1.109
C 5.864 -0.018 -0.772
C 4.482 -0.160 -0.732
C 1.646 -2.581 -2.302
C 0.647 -3.550 -2.217
C 0.275 -4.280 -3.337
C 0.892 -4.047 -4.557
C 1.883 -3.081 -4.653
C 2.258 -2.354 -3.533
H 0.963 -3.126 0.578
H 2.687 -3.537 0.481
H 3.167 -1.340 1.714
H 2.188 -2.377 2.725
H 3.558 0.797 1.816
H 4.819 2.121 3.445
H 3.811 2.698 5.630
H 1.551 1.866 6.197
H 0.309 0.478 4.599
H 0.568 -3.121 2.931
H -1.069 -4.140 4.430
H -2.819 -2.748 5.505
H -3.141 -0.430 4.800
H -1.427 0.598 3.376
H 4.251 -3.424 -1.609
H 6.697 -3.174 -1.668
H 7.737 -0.992 -1.141
H 6.311 0.940 -0.539
H 3.855 0.678 -0.460
H 0.129 -3.718 -1.283
H -0.502 -5.030 -3.254
H 0.601 -4.615 -5.431
H 2.366 -2.888 -5.602
H 3.023 -1.593 -3.622
O -0.868 -1.285 -1.007
N -1.354 -1.153 -2.238
C -2.466 -1.870 -2.512
C -3.046 -1.848 -3.750
C -2.469 -1.054 -4.744
C -1.348 -0.323 -4.446
C -0.769 -0.357 -3.169
S 0.624 0.567 -2.768
H -2.827 -2.443 -1.672
H -3.934 -2.435 -3.929
H -2.905 -1.007 -5.733
H -0.880 0.318 -5.181
C -3.218 3.469 -1.551
Ge -1.266 3.447 -1.237
C -0.418 3.877 -2.961
C -0.940 4.985 -0.064
C -1.017 1.649 -0.496
H -3.550 4.438 -1.930
H -3.754 3.268 -0.624
H -3.497 2.703 -2.278
H -0.069 4.912 -2.950
H -1.144 3.774 -3.770
H 0.427 3.228 -3.172
H -1.377 5.858 -0.555
H 0.122 5.175 0.092
H -1.421 4.864 0.908
H -1.769 1.088 -1.068
H -1.453 1.712 0.501
C -4.230 0.890 2.954
C -3.845 -0.263 2.036
C -4.633 -1.529 2.343
O -2.435 -0.490 1.959
H -5.267 1.172 2.766
H -3.608 1.763 2.767
H -4.151 0.623 4.011
H -4.072 0.030 1.007
H -4.600 -1.793 3.400
H -4.232 -2.364 1.767
H -5.678 -1.383 2.065
N 4.206 6.670 0.894
C 3.623 5.703 0.674
C 2.905 4.491 0.398
C 3.174 3.752 -0.750
C 2.509 2.557 -0.978
C 1.579 2.020 -0.072
C 1.252 2.858 1.007
C 1.906 4.047 1.262
H 3.907 4.112 -1.461
H 2.745 2.020 -1.890
H 0.448 2.572 1.674
H 1.641 4.641 2.128
*
```

The energy relative to the best compared isomer or geometry (same formula, charge and spin) comes out at 220.40 kJ/mol. The HOMO-LUMO gap (spin up / spin down) comes out at 7.84 / 6.15 eV. For the total energy, the calculation gives -5266.83750 a.u.


Entry 9:
A 3-piece molecular cluster, C3H12NO2 overall at a distorted geometry. Source: the OMol25 dataset; level of theory: ωB97M-V/def2-TZVPD.

The geometry in ORCA input format:
```
! wB97M-V def2-TZVPD RIJCOSX def2/J DEFGRID3
* xyz 1 1
C -1.053 -2.551 -1.357
C -0.018 -1.527 -1.073
C 1.219 -1.485 -1.570
N -0.117 -0.913 0.261
H -1.488 -2.526 -2.362
H -1.865 -2.524 -0.635
H -0.619 -3.537 -1.312
H 1.846 -0.642 -1.312
H 1.645 -2.159 -2.327
H -0.419 -1.545 1.011
H 0.813 -0.771 0.684
H -0.593 0.026 0.332
H -0.241 2.283 1.577
H -1.627 1.470 1.928
O -0.810 1.503 1.366
H 0.646 4.641 1.413
H 1.742 3.570 1.627
O 0.825 3.689 1.340
*
```

The energy relative to the best compared isomer or geometry (same formula, charge and spin) comes out at 126.99 kJ/mol. The HOMO-LUMO gap comes out at 10.74 eV. For the total energy, the calculation gives -326.46474 a.u.


Entry 10:
One molecule with the formula C5H9N3 at a distorted geometry. Source: the OMol25 dataset; level of theory: ωB97M-V/def2-TZVPD.

The geometry in ORCA input format:
```
! wB97M-V def2-TZVPD RIJCOSX def2/J DEFGRID3
* xyz 0 1
N -1.557 0.375 -2.734
N -1.287 0.945 -1.390
C -0.316 0.603 -0.704
N 0.744 -0.342 -0.910
C 1.408 -0.961 0.369
C 0.201 -0.607 1.319
C -0.389 0.483 2.168
C -0.027 0.685 0.793
H -2.271 1.063 -2.990
H -0.729 0.588 -3.216
H 0.757 -1.031 -1.760
H 2.328 -0.532 0.793
H 1.464 -1.995 0.410
H -0.500 -1.401 1.144
H -1.275 0.346 2.744
H 0.341 0.695 2.999
H 1.108 1.087 0.966
*
```

The energy relative to the best compared isomer or geometry (same formula, charge and spin) comes out at 647.63 kJ/mol. The HOMO-LUMO gap comes out at 9.70 eV. For the total energy, the calculation gives -359.95060 a.u. Its SMILES is N/N=C1\NC[C@H]2C[C@H]12.


Entry 11:
C15H31ClO4P2Zn as an isolated structure at a distorted geometry. Source: the OMol25 dataset; level of theory: ωB97M-V/def2-TZVPD.

The geometry in ORCA input format:
```
! wB97M-V def2-TZVPD RIJCOSX def2/J DEFGRID3
* xyz 0 1
P 1.048 2.432 0.268
P 2.758 -0.098 -0.636
C 2.891 2.487 0.490
C 3.618 1.556 -0.467
H 3.096 2.221 1.540
H 3.183 3.537 0.341
H 3.692 2.001 -1.470
H 4.637 1.356 -0.108
C 3.555 -0.847 0.872
H 3.170 -1.865 1.011
H 3.372 -0.271 1.793
H 4.638 -0.885 0.685
C 3.895 -0.680 -1.932
H 4.919 -0.660 -1.552
H 3.811 -0.020 -2.799
H 3.622 -1.697 -2.220
C 0.678 3.432 1.737
H -0.403 3.503 1.881
H 1.115 4.424 1.577
H 1.137 2.960 2.613
C 0.834 3.547 -1.162
H 1.258 3.102 -2.075
H 1.353 4.481 -0.913
H -0.239 3.732 -1.309
Zn -2.687 -0.752 -3.184
C 0.108 -2.223 -0.208
C -0.129 -2.006 1.090
C 0.411 -0.848 1.894
C -0.774 -0.103 2.567
C -1.574 0.714 1.624
C -1.571 0.689 0.276
C -0.562 0.232 -0.744
C -0.396 -1.246 -1.265
C -4.743 -1.204 -0.971
H 0.416 -3.221 -0.582
H -0.587 -2.746 1.767
H 1.045 -0.143 1.329
H 1.065 -1.235 2.704
H -1.456 -0.868 2.999
H -0.422 0.489 3.430
H -2.415 1.259 2.068
H -2.482 1.056 -0.228
H 0.470 0.479 -0.375
H -0.735 0.860 -1.646
H -1.395 -1.609 -1.610
H 0.291 -1.228 -2.143
H -5.606 -1.153 -1.663
H -4.953 -0.548 -0.114
H -4.624 -2.273 -0.662
O -7.027 -5.870 -0.156
Cl -5.917 -5.084 -0.807
O -6.437 -4.516 -2.080
O -5.368 -3.955 0.084
O -3.579 -0.694 -1.563
*
```

The energy relative to the best compared isomer or geometry (same formula, charge and spin) comes out at 120.36 kJ/mol. The HOMO-LUMO gap (spin up / spin down) comes out at 2.58 / 2.43 eV. For the total energy, the calculation gives -3812.76222 a.u.